Record 1
Entry from the Open Molecules 2025 dataset: C5H11N as an isolated structure in a non-equilibrium geometry (ωB97M-V/def2-TZVPD).

Summary:
Energy   -251.6681 Ha
HOMO energy   -6.998 eV
LUMO level   1.030 eV
Maximum force   5.298 eV Å⁻¹
Net charge   0
Relative energy (zero: lowest compared OMol25 entry of this formula, charge and spin)   121.99 kcal/mol

Last column: natural (NBO) charge in e.
Atoms and positions in Å:
C 0.56302 0.58445 -0.54465  -0.170
C -0.00746 0.13820 0.63474  -0.312
C -1.03712 -1.10934 -0.62619  -0.394
C -0.66074 -2.52262 -0.26394  -0.640
C 1.15425 2.95425 0.76835  -0.140
N 1.69521 1.83164 0.67307  -0.491
H 1.36106 0.00885 -0.99741  0.217
H 0.03156 1.30983 -1.15367  0.206
H -0.77825 0.73207 1.11061  0.214
H 0.56639 -0.52948 1.26402  0.223
H -0.98923 -0.91477 -1.69607  0.200
H -2.01625 -0.79040 -0.27533  0.198
H 1.69550 3.82072 1.17952  0.155
H 0.11522 3.18673 0.44196  0.107
H -0.77683 -2.70761 0.80513  0.209
H 0.37469 -2.74178 -0.53436  0.205
H -1.29102 -3.25074 -0.78577  0.213



Record 2
Entry from the Open Molecules 2025 dataset: an isolated ion of composition C5H11N2 and charge +1 in a non-equilibrium geometry (ωB97M-V/def2-TZVPD).

Summary:
Energy   -306.1871 Ha
HOMO energy (spin up / spin down)   -13.593 / -13.593 eV
LUMO level (spin up / spin down)   -5.762 / -5.763 eV
Maximum force   4.106 eV Å⁻¹
Net charge   +1
Relative energy (zero: lowest compared OMol25 entry of this formula, charge and spin)   123.22 kcal/mol

Last column: natural (NBO) charge in e.
Atoms and positions in Å:
C 0.45975 0.89445 0.74948  -0.233
C -0.48049 1.31744 -0.37195  -0.234
C -2.03383 -0.60257 -0.00698  -0.063
C -1.29016 -1.69063 -0.12465  0.082
C 2.02188 -0.56878 -0.58996  -0.422
N 1.02320 -0.41567 0.45029  -0.545
N -1.76575 0.71102 -0.16996  -0.529
H 1.37661 1.50376 0.87712  0.214
H -0.05241 0.90619 1.63684  0.221
H -0.47424 2.46387 -0.27735  0.259
H -0.23393 0.87310 -1.25569  0.223
H -3.17461 -1.01980 -0.02761  0.315
H -1.18124 -2.56892 0.52601  0.245
H 1.38052 -1.07410 1.08744  0.406
H 1.88982 0.01062 -1.40392  0.204
H 2.97698 -0.38027 -0.29958  0.205
H 2.10130 -1.68243 -0.90850  0.220
H -2.54341 1.32271 0.10899  0.432



Record 3
Entry from the Open Molecules 2025 dataset: a 2-piece molecular cluster, C5H11N2 overall in a non-equilibrium geometry (ωB97M-V/def2-TZVPD).

Summary:
Energy   -306.2134 Ha
HOMO energy (spin up / spin down)   -13.372 / -13.372 eV
LUMO level (spin up / spin down)   -5.002 / -5.002 eV
Maximum force   5.126 eV Å⁻¹
Net charge   +1
Relative energy (zero: lowest compared OMol25 entry of this formula, charge and spin)   106.70 kcal/mol

Last column: natural (NBO) charge in e.
Atoms and positions in Å:
C -1.23428 -1.43937 -1.54998  -0.486
C -1.50282 -0.22587 -1.33330  0.394
C 0.17142 -0.02049 0.66457  0.372
C -1.95031 0.99225 -1.82908  -0.762
C 2.57615 -0.14014 1.58401  -0.436
N -0.34419 0.50855 1.72446  -0.773
N 1.53739 -0.15734 0.50180  -0.599
H -1.69871 -1.95230 -2.38056  0.274
H -0.80090 -2.08380 -0.85052  0.273
H -1.17050 1.77193 -1.75440  0.288
H -2.74569 1.27650 -1.17972  0.260
H -2.31016 0.71332 -2.94821  0.319
H 2.77340 -1.15636 1.96302  0.225
H 2.28390 0.61582 2.30060  0.205
H 3.56403 0.17768 1.04228  0.235
H -1.23404 0.88125 1.71818  0.408
H 0.20629 0.89380 2.61133  0.396
H 1.87900 -0.65544 -0.28448  0.406



Record 4
Entry from the Open Molecules 2025 dataset: an isolated ion of composition C5H11N2 and charge +1 in a non-equilibrium geometry (ωB97M-V/def2-TZVPD).

Summary:
Energy   -306.2938 Ha
HOMO energy   -12.977 eV
Structure (SMILES)   C=NC(=C)CC[NH3+]
LUMO level   -3.719 eV
Maximum force   4.584 eV Å⁻¹
Net charge   +1
Relative energy (zero: lowest compared OMol25 entry of this formula, charge and spin)   56.30 kcal/mol

Last column: natural (NBO) charge in e.
Atoms and positions in Å:
C 0.32470 1.96190 -1.60561  0.023
N 0.01439 0.91128 -0.80557  -0.544
C 0.95347 0.47829 0.22609  0.112
C 2.11187 0.92501 0.65370  -0.356
C 0.30520 -0.60221 1.07709  -0.471
C -0.52125 -1.53880 0.18039  -0.187
N -1.94285 -1.00900 -0.19096  -0.692
H -0.36254 2.19188 -2.45117  0.208
H 1.09641 2.65304 -1.24603  0.190
H 2.47124 0.66770 1.61262  0.219
H 2.80001 1.34510 -0.02106  0.215
H 1.06445 -1.15921 1.63463  0.263
H -0.37083 -0.29870 1.92639  0.229
H -0.12931 -1.74054 -0.83861  0.244
H -0.86678 -2.40266 0.75885  0.229
H -2.52788 -1.41500 -0.94443  0.442
H -2.61430 -0.87108 0.54294  0.424
H -1.80600 -0.09703 -0.50925  0.452



Record 5
Entry from the Open Molecules 2025 dataset: a 2-piece molecular cluster, C5H11N2 overall in a non-equilibrium geometry (ωB97M-V/def2-TZVPD).

Summary:
Energy   -305.9792 Ha
HOMO energy   -12.304 eV
LUMO level   -7.698 eV
Maximum force   5.601 eV Å⁻¹
Net charge   +1
Relative energy (zero: lowest compared OMol25 entry of this formula, charge and spin)   253.66 kcal/mol

Last column: natural (NBO) charge in e.
Atoms and positions in Å:
C 1.57249 0.28134 0.48611  0.092
C -0.00636 0.00981 0.63340  -0.388
C 0.48618 0.43595 -0.75705  -0.366
C 1.03689 -0.39152 -1.81775  -0.068
C -2.99287 0.38395 0.97995  -0.080
N -2.31101 0.99693 0.01343  -0.604
N 2.54275 -0.83887 0.28272  -0.677
H 0.02952 1.44728 -0.88874  0.333
H 2.11571 1.25725 0.44968  0.253
H -0.20049 0.82563 1.32750  0.287
H -0.06929 -1.02143 0.94185  0.245
H 1.63559 0.18926 -2.53446  0.261
H 2.14606 -1.10420 -0.82704  0.330
H -2.71643 -0.25971 1.83215  0.177
H -4.03791 0.82440 0.96649  0.184
H 2.41270 -1.51424 1.08136  0.400
H 0.53972 -1.33100 -2.08325  0.260
H -2.18325 -0.19084 -0.08633  0.360



Record 6
Entry from the Open Molecules 2025 dataset: a 2-piece molecular cluster, C5H11N2 overall in a non-equilibrium geometry (ωB97M-V/def2-TZVPD).

Summary:
Energy   -306.3670 Ha
HOMO energy   -11.490 eV
LUMO level   -3.856 eV
Maximum force   1.152 eV Å⁻¹
Net charge   +1
Relative energy (zero: lowest compared OMol25 entry of this formula, charge and spin)   10.34 kcal/mol

Last column: natural (NBO) charge in e.
Atoms and positions in Å:
C 0.28161 4.60244 0.24846  -0.435
N 0.84105 3.35728 -0.36535  -0.680
H 0.04614 5.34309 -0.53423  0.244
H 1.01146 5.04729 0.94563  0.247
H -0.64245 4.37331 0.80543  0.250
H 0.15628 2.93397 -1.02376  0.451
H 1.71279 3.56825 -0.89182  0.449
H 1.06475 2.65559 0.36895  0.464
C 0.96026 0.37049 2.72664  -0.329
C -0.41727 0.31187 2.39606  -0.325
C 1.64110 -0.41245 1.81049  -0.089
C -0.54380 -0.50544 1.28616  -0.087
N 0.71307 -0.93362 0.94734  -0.510
H 1.41628 0.92462 3.54706  0.235
H -1.23835 0.81165 2.91000  0.234
H 2.70195 -0.63898 1.70385  0.227
H -1.41918 -0.81436 0.71488  0.226
H 0.92782 -1.55356 0.16243  0.425



Record 7
Entry from the Open Molecules 2025 dataset: C5H11N2 as an isolated structure in a non-equilibrium geometry (ωB97M-V/def2-TZVPD).

Summary:
Energy   -306.2578 Ha
HOMO energy   -14.215 eV
LUMO level   -3.945 eV
Maximum force   6.165 eV Å⁻¹
Net charge   +1
Relative energy (zero: lowest compared OMol25 entry of this formula, charge and spin)   78.86 kcal/mol

Last column: natural (NBO) charge in e.
Atoms and positions in Å:
C -0.68539 -0.49531 0.03470  0.503
C 1.18987 1.02361 1.04317  -0.362
C 1.15119 1.33352 -0.42214  -0.392
C 0.68363 -0.06358 -0.01461  -0.059
C -2.25822 0.58835 -0.41825  -0.564
N -1.10855 -1.69104 0.28061  -0.697
N 1.48681 -1.23129 -0.29272  -0.836
H 2.05234 0.36216 1.42986  0.238
H 0.66619 1.68283 1.89044  0.284
H 0.35354 2.00158 -0.76606  0.246
H 2.14873 1.37379 -0.93819  0.262
H -1.84446 1.53074 -0.83662  0.231
H -2.81435 0.64763 0.63764  0.260
H -2.65503 -0.05648 -1.18048  0.222
H -1.98622 -2.07774 0.01758  0.437
H 2.22942 -1.31342 0.30857  0.383
H 1.70245 -1.21920 -1.31383  0.399
H -0.31195 -2.39614 0.54032  0.444